(1)
121
Properties=species:S:1:pos:R:3 method="wB97M-V/def2-TZVPD" lumo_energy_ev=-1.1 max_force_ev_per_a=0.612 energy_ev=-91385.68722 total_charge=0 molar_mass_g_mol=803.07 gap_ev=7.90 de_lowest_kj_mol=0.0
O -2.10 -4.30 3.23
S -2.35 -2.92 2.96
O -2.06 -1.90 3.91
C -3.98 -2.77 2.34
C -4.50 -3.83 1.68
C -5.83 -3.82 1.17
C -6.62 -2.74 1.32
C -6.11 -1.61 1.99
N -6.76 -0.46 2.21
S -5.74 0.49 2.99
N -4.45 -0.44 3.09
C -4.77 -1.60 2.51
C -1.30 -2.54 1.46
F -0.15 -3.21 1.59
F -1.05 -1.22 1.41
F -1.91 -2.91 0.33
H -3.90 -4.72 1.56
H -6.23 -4.70 0.66
H -7.64 -2.72 0.95
C -8.91 -6.75 -0.95
C -8.66 -7.33 0.44
C -9.86 -8.10 1.01
O -10.92 -7.28 1.47
C -11.82 -6.83 0.49
N -8.21 -6.26 1.33
H -9.52 -5.85 -0.91
H -7.96 -6.48 -1.42
H -9.41 -7.47 -1.60
H -7.85 -8.05 0.35
H -9.52 -8.65 1.89
H -10.23 -8.83 0.29
H -11.97 -7.59 -0.29
H -11.49 -5.90 0.02
H -12.78 -6.65 0.98
H -7.93 -6.65 2.22
H -9.02 -5.68 1.55
C 2.72 1.71 1.70
C 3.52 1.89 0.41
C 2.73 1.56 -0.86
O 2.54 0.18 -1.11
C 1.48 -0.42 -0.38
N 4.77 1.13 0.53
H 2.63 0.67 1.98
H 3.22 2.23 2.52
H 1.71 2.12 1.60
H 3.79 2.95 0.34
H 3.31 1.92 -1.72
H 1.77 2.08 -0.87
H 0.65 0.28 -0.24
H 1.83 -0.78 0.59
H 1.12 -1.27 -0.96
H 5.37 1.33 -0.26
H 4.56 0.14 0.43
C 8.00 3.98 3.93
C 7.62 3.13 2.72
C 8.76 2.92 1.72
O 9.05 4.03 0.89
C 9.88 5.01 1.46
N 6.43 3.69 2.08
H 8.03 5.04 3.69
H 7.25 3.85 4.72
H 8.97 3.69 4.33
H 7.35 2.13 3.08
H 8.43 2.14 1.03
H 9.67 2.57 2.22
H 10.64 4.57 2.11
H 9.32 5.76 2.02
H 10.39 5.52 0.64
H 6.11 3.04 1.37
H 6.70 4.54 1.59
C 9.96 1.08 -3.70
C 9.55 1.58 -2.31
C 8.80 0.54 -1.47
O 7.45 0.32 -1.84
C 7.26 -0.57 -2.92
N 8.82 2.84 -2.45
H 9.11 1.08 -4.39
H 10.72 1.73 -4.12
H 10.36 0.07 -3.66
H 10.47 1.80 -1.76
H 8.76 0.91 -0.45
H 9.34 -0.42 -1.44
H 8.00 -1.37 -2.92
H 7.30 -0.04 -3.88
H 6.27 -1.01 -2.82
H 8.67 3.25 -1.53
H 7.89 2.62 -2.80
C 1.16 -0.86 -3.97
C 0.97 -1.11 -5.47
C 2.21 -1.70 -6.15
O 3.26 -0.78 -6.37
C 4.06 -0.49 -5.24
N 0.51 0.13 -6.10
H 1.76 0.03 -3.78
H 0.20 -0.72 -3.48
H 1.66 -1.71 -3.50
H 0.17 -1.84 -5.58
H 1.92 -2.05 -7.14
H 2.57 -2.57 -5.58
H 4.16 -1.36 -4.58
H 3.66 0.35 -4.66
H 5.04 -0.20 -5.60
H 0.26 -0.05 -7.07
H 1.30 0.77 -6.15
C -7.93 6.56 3.13
C -6.87 5.71 2.46
C -7.42 4.47 1.74
O -7.81 3.41 2.59
C -9.09 3.53 3.18
N -5.83 5.37 3.44
H -8.26 6.12 4.07
H -7.53 7.54 3.36
H -8.80 6.69 2.49
H -6.40 6.32 1.68
H -6.63 4.06 1.11
H -8.25 4.74 1.07
H -9.79 4.02 2.50
H -9.05 4.08 4.12
H -9.45 2.52 3.38
H -5.05 4.92 2.97
H -6.20 4.67 4.07



(2)
124
Properties=species:S:1:pos:R:3 method="wB97M-V/def2-TZVPD" lumo_energy_ev=-2.3 max_force_ev_per_a=2.876 energy_ev=-103551.30641 total_charge=+1 molar_mass_g_mol=864.93 gap_ev=8.87
C 7.71 2.74 1.68
C 7.37 4.19 2.01
O 6.14 4.38 2.68
C 6.18 4.12 4.08
C 5.70 2.73 4.46
C 4.45 2.34 3.68
C 4.25 0.79 3.63
C 3.76 0.27 2.27
N 2.27 0.04 2.14
C 1.66 1.39 2.27
O 0.36 1.41 1.74
O 0.20 2.69 1.12
C 2.00 -0.58 0.77
N 2.43 0.31 -0.28
C 1.35 0.82 -1.14
C 3.63 -0.07 -0.99
C 3.57 -0.57 -2.42
O 4.73 0.04 -0.44
C 2.46 -2.04 0.66
C 1.71 -2.62 -0.56
C 0.36 -3.25 -0.17
O -0.47 -3.37 -1.33
N 2.05 -2.90 1.85
S 2.97 -4.38 1.69
C 2.35 -2.31 3.16
F 3.69 -2.29 3.50
N 1.66 -3.07 4.14
C 2.19 -3.55 5.20
C 2.49 -5.01 5.34
C 2.50 -2.72 6.42
C 1.75 -0.88 3.20
O 0.39 -1.03 3.00
C -0.51 -0.36 3.89
C -1.10 -1.24 4.99
N -2.57 -1.15 4.82
C -3.02 -2.03 3.74
C -3.77 -1.33 2.59
C -2.86 -1.17 1.36
O -4.88 -2.16 2.21
H 8.76 2.67 1.44
H 7.53 2.07 2.52
H 7.10 2.40 0.85
H 8.19 4.70 2.53
H 7.26 4.71 1.06
H 5.51 4.85 4.53
H 7.19 4.32 4.46
H 6.49 1.98 4.40
H 5.43 2.79 5.52
H 3.60 2.73 4.24
H 4.47 2.73 2.67
H 3.66 0.50 4.49
H 5.24 0.36 3.78
H 4.31 -0.63 2.02
H 4.05 1.00 1.53
H 2.26 2.16 1.80
H 1.62 1.62 3.33
H -0.60 3.02 1.53
H 0.92 -0.64 0.70
H 1.68 1.74 -1.60
H 1.06 0.14 -1.94
H 0.46 1.06 -0.56
H 4.54 -0.34 -2.86
H 2.82 -0.09 -3.04
H 3.48 -1.65 -2.44
H 3.54 -2.14 0.57
H 2.32 -3.40 -1.00
H 1.45 -1.85 -1.27
H -0.17 -2.63 0.55
H 0.48 -4.24 0.25
H -0.85 -2.50 -1.49
H 4.24 -3.92 1.61
H 3.49 -5.12 4.92
H 2.47 -5.36 6.37
H 1.80 -5.55 4.71
H 2.11 -3.25 7.29
H 2.02 -1.76 6.38
H 3.58 -2.63 6.56
H 1.91 -0.49 4.20
H -0.11 0.58 4.27
H -1.34 -0.07 3.26
H -0.87 -0.86 5.98
H -0.81 -2.28 4.89
H -3.04 -1.41 5.67
H -2.20 -2.58 3.29
H -3.70 -2.78 4.14
H -4.20 -0.37 2.89
H -3.11 -1.90 0.59
H -1.81 -1.33 1.60
H -2.96 -0.19 0.90
H -4.54 -3.01 1.95
C -4.12 2.25 -4.50
O -3.50 1.44 -3.46
P -3.48 -0.13 -3.65
O -4.43 -0.65 -4.63
O -3.66 -0.67 -2.17
C -4.91 -0.41 -1.52
O -1.96 -0.44 -3.93
C -1.62 -1.79 -4.28
H -5.20 2.18 -4.42
H -3.81 3.27 -4.34
H -3.81 1.92 -5.49
H -5.76 -0.69 -2.14
H -4.98 0.65 -1.26
H -4.93 -1.00 -0.60
H -1.77 -1.94 -5.35
H -2.21 -2.51 -3.72
H -0.57 -1.94 -4.05
C -9.38 3.45 -8.74
O -8.41 2.57 -9.34
P -7.12 2.20 -8.50
O -6.83 3.08 -7.36
O -5.98 2.12 -9.60
C -5.64 3.33 -10.28
O -7.36 0.68 -8.15
C -6.41 0.07 -7.26
H -9.02 4.47 -8.77
H -10.29 3.37 -9.34
H -9.59 3.16 -7.72
H -5.46 4.14 -9.56
H -6.45 3.62 -10.95
H -4.74 3.15 -10.85
H -6.68 0.29 -6.23
H -5.40 0.43 -7.45
H -6.44 -1.00 -7.42